1.
# C29H29ClInN2OP

A structure of composition C29H29ClInN2OP in a non-equilibrium geometry (ωB97M-V/def2-TZVPD, OMol25).

```
64
Properties=species:S:1:pos:R:3:nbo_charge:R:1
In 0.35464 0.81241 0.54053 1.55
Cl 0.10058 2.17874 2.55909 -0.47
P 0.04104 1.03974 -1.93329 0.91
C -1.32588 0.14339 -2.72892 -0.32
C -1.13989 -0.62782 -3.89028 -0.21
C -2.24586 -1.17654 -4.53917 -0.18
C -3.53165 -1.01406 -4.00972 -0.15
C -3.71582 -0.31003 -2.81259 -0.20
C -2.61752 0.25568 -2.16395 -0.22
C -0.18718 2.82342 -2.25922 -0.32
C 0.66644 3.72406 -1.59511 -0.22
C 0.48932 5.10047 -1.74468 -0.19
C -0.53105 5.58779 -2.56953 -0.15
C -1.37439 4.69149 -3.23727 -0.18
C -1.20450 3.31329 -3.09611 -0.22
C 1.61605 0.60323 -2.74812 -0.30
C 2.67064 0.05732 -1.99243 -0.22
C 3.91750 -0.15340 -2.58427 -0.18
C 4.10069 0.13321 -3.94160 -0.15
C 3.04597 0.65728 -4.70006 -0.18
C 1.80558 0.90279 -4.10823 -0.22
H 1.45409 3.34478 -0.93453 0.21
H 1.13024 5.79300 -1.19460 0.25
H -0.69172 6.66592 -2.66251 0.25
H -2.19612 5.07411 -3.84556 0.24
H -1.86590 2.62306 -3.62262 0.24
H -0.13724 -0.78642 -4.29150 0.24
H -2.09979 -1.75053 -5.45667 0.25
H -4.38890 -1.46471 -4.51448 0.25
H -4.71335 -0.20504 -2.37973 0.24
H -2.75529 0.80164 -1.22471 0.21
H 2.52028 -0.19799 -0.93433 0.19
H 4.74285 -0.54009 -1.98116 0.24
H 5.07288 -0.03948 -4.40825 0.25
H 3.19079 0.88317 -5.75784 0.25
H 0.98455 1.32029 -4.69821 0.24
H -0.08321 -5.38727 -5.60195 0.00
H 0.66535 -5.35320 -5.56883 0.00
C -1.42591 -1.82258 5.75799 -0.43
N -1.32588 -1.40623 4.37280 -0.13
N -0.21936 -1.62169 3.60848 -0.20
C -0.50640 -1.25370 2.31633 0.56
O 0.43851 -1.17525 1.42772 -0.80
C -1.87472 -0.91156 2.27089 -0.41
C -2.34375 -1.03982 3.56673 0.30
C -3.70140 -0.84279 4.08919 -0.67
C 1.07933 -1.73150 4.18477 0.15
C 1.34131 -2.72386 5.12979 -0.23
C 2.59930 -2.80718 5.71611 -0.19
C 3.63284 -1.98048 5.26587 -0.17
C 3.39164 -1.03947 4.26300 -0.18
C 2.10105 -0.87146 3.76147 -0.22
H -2.42873 -1.57618 6.11416 0.25
H -0.71034 -1.31000 6.41313 0.25
H -1.29948 -2.90910 5.86926 0.23
H -2.38933 -0.55863 1.38620 0.24
H -4.15529 -1.80196 4.39151 0.26
H -3.71405 -0.14695 4.94205 0.26
H -4.30952 -0.41069 3.28464 0.25
H 0.55458 -3.42883 5.39976 0.22
H 2.76618 -3.55496 6.48990 0.24
H 4.63255 -2.10239 5.68278 0.24
H 4.21013 -0.44013 3.86579 0.23
H 1.89253 -0.05629 3.06202 0.21
```

LUMO = -7.55 eV
Charge = +2
DFT total energy = -62541.718 eV
Kohn-Sham gap = 6.5 eV
ΔE to the lowest compared entry with this formula, charge and spin = 0.00 kJ/mol
Largest force on an atom = 2.27 eV/A

=====

2.
# C43H49F2N4O7SbTa

A structure of composition C43H49F2N4O7SbTa in a non-equilibrium geometry (ωB97M-V/def2-TZVPD, OMol25).

```
107
Properties=species:S:1:pos:R:3:mulliken_charge:R:1
Ta -1.52099 10.22423 18.89367 1.39
C 4.90686 12.92489 17.66914 -0.69
O 4.94250 12.09891 18.86651 -0.45
C 3.80670 11.59550 19.42205 1.05
C 4.07953 10.83261 20.58007 -1.06
C 3.00317 10.25028 21.22656 -1.13
C 1.66415 10.46594 20.79108 0.31
C 0.50112 9.84952 21.39573 0.92
C 0.59039 9.12645 22.75897 -2.14
O -0.61107 9.73364 20.89024 -0.39
C 1.49605 11.12809 19.48776 -0.25
O 0.28060 11.20527 18.87355 0.61
C 2.55232 11.75193 18.86326 -0.48
H 5.91011 12.91625 17.32215 0.31
H 4.68458 14.01828 17.92742 0.28
H 4.17723 12.63318 16.87913 0.26
H 5.09114 10.82197 20.94488 0.53
H 3.15288 9.72254 22.10723 0.59
H 1.34430 9.57808 23.37444 0.61
H 0.82955 8.07918 22.46889 0.36
H -0.41362 9.15634 23.18589 0.36
H 2.42216 12.19553 17.88737 0.13
C 3.34982 8.40354 15.51016 -0.74
C 2.95644 8.30537 16.81607 -0.89
C 1.72905 8.77086 17.27202 0.04
C 0.85194 9.36757 16.35774 0.22
C 1.27866 9.57852 15.02198 -0.43
C 2.49880 9.05008 14.63138 -0.64
N -0.46765 9.87970 16.72135 1.75
N -0.98648 10.52736 15.80896 -1.09
C -2.24832 11.10837 16.08675 -0.06
C -2.99851 11.53355 15.03005 -0.10
C -4.24560 12.08813 15.23955 -0.84
C -4.67212 12.34206 16.53591 -0.70
C -3.81369 12.02616 17.55996 0.64
C -2.60905 11.39906 17.40927 0.70
H 4.26577 7.99073 15.11820 0.47
H 3.61317 7.75249 17.47988 0.44
H 1.45674 8.65555 18.32458 0.26
H 0.61717 10.09643 14.34705 0.46
H 2.63945 9.04874 13.55034 0.36
H -2.59879 11.29704 14.00252 0.42
H -4.91917 12.28971 14.40238 0.40
H -5.63007 12.77825 16.79140 0.54
H -4.10121 12.10539 18.57099 -0.49
F -5.26178 4.70988 21.15342 -0.34
C -4.84853 5.93088 20.86647 0.32
C -5.27837 6.63415 19.76924 -0.91
C -4.81249 7.92005 19.56512 -0.24
C -3.78659 8.47995 20.41883 -0.65
C -3.32185 9.83947 20.18798 -0.45
C -3.36525 7.68957 21.47650 0.26
C -3.78479 6.37718 21.60324 -1.07
H -6.04665 6.22210 19.13427 0.63
H -5.11478 8.44434 18.69433 0.41
H -2.96185 10.31412 21.11680 0.10
H -4.11594 10.51060 19.92891 0.91
H -2.59983 8.06361 22.16020 0.31
H -3.41675 5.71663 22.35276 0.54
C -0.89371 14.62743 18.51626 -1.72
C -2.23841 14.54816 19.28833 1.00
C -2.66435 15.89272 19.89795 -1.44
Sb -2.12011 12.84008 20.51268 -0.02
C -0.37557 13.39314 21.72569 1.61
C -0.05087 14.83096 21.92653 -2.00
C -0.39312 12.74427 23.08232 -2.07
C -3.81745 12.91085 21.72018 0.39
C -3.61162 13.89093 22.85205 -1.58
C -5.15013 13.19939 20.96768 -1.26
H -1.01661 15.38539 17.74817 0.55
H -0.70831 13.67869 17.99505 0.24
H -0.08619 14.90417 19.09036 0.31
H -2.99765 14.33183 18.54279 0.20
H -1.99037 16.28405 20.68343 0.23
H -3.65804 15.87864 20.31193 0.31
H -2.56077 16.68600 19.07413 0.40
H 0.43772 13.03074 21.12718 -0.40
H -0.54058 15.24710 22.78668 0.40
H 0.02693 15.61411 21.17701 0.37
H 0.97347 14.86103 22.25573 0.51
H -0.78127 13.43661 23.77776 0.82
H 0.63520 12.57561 23.37877 0.39
H -0.98525 11.82303 23.07965 0.20
H -3.85776 11.89194 22.11384 0.60
H -3.68879 14.89587 22.50009 0.32
H -2.73755 13.74949 23.46707 0.29
H -4.42688 13.72099 23.56422 0.54
H -5.20299 14.18218 20.42530 0.17
H -5.96618 13.32773 21.67184 0.48
H -5.37138 12.43806 20.21907 0.22
F -6.05512 5.49953 14.81693 -0.30
C -4.83780 5.97823 15.13033 0.45
C -4.20438 5.79241 16.27403 -0.39
N -2.87944 6.29747 16.35702 0.31
C -2.22232 6.38334 17.64766 -2.22
C -2.04171 7.79859 18.12797 1.51
O -1.04549 8.06197 18.87949 -0.82
O -2.69481 8.77823 17.64111 -0.57
C -2.21226 6.85515 15.29878 0.45
O -1.04738 7.25909 15.41923 -0.68
N -2.90353 6.93432 14.12259 -0.03
C -4.24578 6.63726 13.93661 0.30
O -4.88604 6.91823 12.95931 -0.57
H -4.57082 5.24111 17.10647 0.52
H -1.24338 6.08767 17.43356 0.61
H -2.75168 5.72077 18.36933 0.40
H -2.33069 7.29924 13.33601 0.30
```

LUMO = -3.51 eV
Charge = +1
DFT total energy = -79197.224 eV
Kohn-Sham gap = 7.1 eV
ΔE to the lowest compared entry with this formula, charge and spin = 106.21 kJ/mol
Largest force on an atom = 3.00 eV/A